This record from the Open Molecules 2025 dataset describes C25H46AlBBrCsF9KN5NaO17PS as an isolated structure in a non-equilibrium geometry. The level of theory is the ωB97M-V functional and the def2-TZVPD basis.

Summary:
- Kohn-Sham gap: 1.33 eV
- LUMO: -6.508 eV

Geometry as ORCA input:
```
! wB97M-V def2-TZVPD RIJCOSX def2/J DEFGRID3
* xyz 1 1
C 0.382 -4.130 4.461
C -0.045 -4.214 3.110
C 0.604 -3.334 1.905
C -0.702 -2.837 1.170
O -1.885 -2.724 2.040
C -2.980 -2.734 1.131
N 1.406 -2.344 2.704
B 0.760 -1.000 2.759
C 1.107 0.294 1.845
O -0.346 -0.838 3.698
C 2.789 -2.604 2.606
N 3.921 -2.042 2.977
C 3.879 -0.790 3.777
Br 5.654 -2.679 2.610
N 2.861 -3.907 1.892
C 3.195 -5.018 2.834
C 4.347 -6.003 2.273
F 4.530 -7.059 3.243
C 1.673 -4.112 0.970
N 1.554 -5.557 0.799
C 0.244 -6.050 0.324
C 0.273 -7.676 0.433
C 1.284 -8.207 1.558
C 0.947 -9.779 1.758
C 2.081 -3.324 -0.352
F 1.811 -1.930 -0.281
F 1.314 -3.770 -1.464
C 3.608 -3.434 -0.793
F 3.638 -3.248 -2.192
F 4.288 -2.330 -0.268
F 4.226 -4.654 -0.563
H 0.542 -3.148 5.014
H 0.583 -5.085 5.041
H -0.869 -4.962 2.891
H -1.032 -3.634 0.406
H -0.552 -1.901 0.509
H -3.200 -3.799 0.753
H -3.932 -2.324 1.651
H -2.703 -2.056 0.231
H 0.920 0.143 0.719
H 2.166 0.691 1.958
H 0.404 1.165 2.157
H 0.055 -0.671 4.575
H 3.041 -0.742 4.544
H 4.850 -0.736 4.385
H 3.914 0.089 3.064
H 3.702 -4.511 3.737
H 2.315 -5.573 3.271
H 4.055 -6.491 1.295
H 5.352 -5.494 2.176
H 2.263 -5.960 0.179
H 0.011 -5.816 -0.766
H -0.645 -5.727 0.948
H 0.486 -8.149 -0.578
H -0.771 -8.002 0.749
H 2.354 -8.170 1.181
H 1.153 -7.700 2.567
H 0.958 -10.286 0.730
H 1.715 -10.306 2.408
H -0.092 -9.896 2.218
O 0.367 0.120 -0.098
P -0.552 0.009 -1.333
O -1.430 -1.260 -1.214
O 0.301 -0.074 -2.613
O -1.466 1.253 -1.408
Na 0.579 3.089 2.547
C -1.106 8.504 1.484
C -1.877 7.329 0.911
C -3.360 7.439 1.223
O -1.366 6.108 1.460
H -1.202 8.541 2.574
H -0.039 8.408 1.263
H -1.464 9.447 1.071
H -1.731 7.285 -0.170
H -3.533 7.440 2.304
H -3.903 6.582 0.815
H -3.784 8.354 0.802
H -1.490 6.138 2.416
K -5.389 -1.335 1.062
Cs -3.469 0.516 -2.438
C 1.747 -1.767 -7.088
C 0.321 -2.272 -6.982
O -0.590 -1.434 -7.730
C -0.570 -1.590 -9.074
O 0.120 -2.354 -9.684
O -1.441 -0.717 -9.599
C -1.448 -0.695 -11.032
H 1.806 -0.718 -6.788
H 2.411 -2.356 -6.455
H 2.112 -1.824 -8.115
H 0.000 -2.228 -5.937
H 0.234 -3.312 -7.303
H -1.607 -1.692 -11.442
H -0.512 -0.272 -11.400
H -2.269 -0.054 -11.352
O 0.664 3.387 -1.534
H 0.585 2.498 -1.881
N -2.159 12.079 0.568
O -1.091 11.836 1.146
O -3.110 11.297 0.676
O -2.272 13.099 -0.116
Al -1.838 0.250 -6.397
C -4.782 16.115 2.581
F -3.658 16.463 1.918
F -4.789 16.848 3.717
F -5.813 16.570 1.836
S -4.884 14.289 2.907
O -3.709 13.979 3.712
O -4.865 13.666 1.588
O -6.141 14.099 3.620
*
```

Mulliken population analysis, charges in e, atoms 1 to 4: number 1, C, carries -1.069; number 2, C, carries -0.193; number 3, C, carries 1.071; number 4, C, carries -0.616

This record from the Open Molecules 2025 dataset describes a 21-piece molecular cluster, C84H154O28 overall in a non-equilibrium geometry. The level of theory is the ωB97M-V functional and the def2-TZVPD basis.

Summary:
- Kohn-Sham gap: 7.79 eV
- LUMO: 0.068 eV

Geometry as ORCA input:
```
! wB97M-V def2-TZVPD RIJCOSX def2/J DEFGRID3
* xyz 0 1
C 0.568 1.586 5.857
C 1.593 1.213 5.024
C 2.856 1.721 5.226
C 3.083 2.628 6.264
C 2.058 3.136 7.033
C 0.786 2.568 6.817
O -0.197 3.023 7.589
O 3.864 1.322 4.447
H -0.424 1.181 5.724
H 1.496 0.459 4.256
H 4.077 3.033 6.383
H 2.148 3.897 7.794
H -1.081 2.898 7.236
H 4.657 1.764 4.759
C -0.884 -4.459 -4.593
C -1.690 -5.255 -3.857
C -1.165 -5.713 -2.606
C 0.086 -5.330 -2.141
C 0.845 -4.463 -2.930
C 0.405 -4.068 -4.197
O 1.335 -3.371 -4.969
O -1.826 -6.569 -1.867
H -1.196 -4.145 -5.578
H -2.587 -5.716 -4.245
H 0.512 -5.555 -1.174
H 1.869 -4.312 -2.622
H 1.948 -2.819 -4.478
H -2.761 -6.646 -2.071
C -7.849 -0.498 -4.799
C -9.184 -0.817 -5.109
C -10.047 -1.057 -4.089
C -9.601 -0.896 -2.754
C -8.292 -0.572 -2.440
C -7.394 -0.422 -3.469
O -6.120 -0.063 -3.163
O -11.332 -1.391 -4.269
H -7.127 -0.346 -5.588
H -9.553 -0.810 -6.124
H -10.276 -1.076 -1.930
H -7.955 -0.309 -1.448
H -5.465 0.022 -3.860
H -11.821 -1.800 -3.551
C -0.719 5.749 -5.364
C -1.511 6.397 -6.258
C -2.744 6.827 -5.813
C -3.153 6.649 -4.507
C -2.328 6.003 -3.578
C -1.105 5.533 -4.021
O -0.315 4.799 -3.191
O -3.490 7.392 -6.733
H 0.221 5.371 -5.736
H -1.176 6.610 -7.263
H -4.107 7.090 -4.261
H -2.625 5.844 -2.552
H 0.602 5.059 -3.308
H -4.435 7.353 -6.567
C -6.536 -2.876 4.126
C -5.673 -3.024 3.038
C -4.330 -3.235 3.261
C -3.873 -3.492 4.565
C -4.733 -3.379 5.671
C -6.047 -2.994 5.415
O -6.786 -2.681 6.528
O -3.522 -3.382 2.176
H -7.566 -2.580 3.988
H -6.084 -2.951 2.042
H -2.885 -3.887 4.748
H -4.235 -3.485 6.623
H -6.423 -2.583 7.411
H -2.588 -3.547 2.323
C 1.082 -2.693 6.263
C 0.849 -3.189 7.595
C -0.440 -3.032 8.137
C -1.481 -2.472 7.424
C -1.215 -2.046 6.121
C 0.079 -2.114 5.563
O 0.387 -1.798 4.260
O -0.719 -3.613 9.369
H 2.103 -2.813 5.931
H 1.670 -3.581 8.177
H -2.459 -2.378 7.872
H -1.946 -1.650 5.431
H 1.331 -1.780 4.087
H -1.467 -3.111 9.702
C -3.582 1.343 -4.820
C -2.440 2.066 -4.513
C -1.296 1.392 -4.207
C -1.127 0.010 -4.521
C -2.271 -0.735 -4.857
C -3.505 -0.025 -4.997
O -4.599 -0.764 -5.285
O -0.179 2.138 -3.744
H -4.486 1.922 -4.938
H -2.539 3.136 -4.409
H -0.129 -0.398 -4.463
H -2.186 -1.807 -4.956
H -4.374 -1.563 -5.766
H -0.492 3.041 -3.664
C 4.923 -2.155 -4.067
C 4.026 -0.948 -3.662
C 3.957 0.275 -4.661
O 2.748 -1.416 -3.466
H 4.417 -2.736 -4.838
H 4.981 -2.904 -3.277
H 5.871 -1.811 -4.479
H 4.409 -0.548 -2.723
H 3.205 1.005 -4.357
H 3.720 -0.101 -5.656
H 4.886 0.836 -4.759
H 2.252 -0.646 -3.177
C 6.429 -1.913 -0.406
C 7.850 -1.396 -0.867
C 8.915 -1.204 0.235
O 8.457 -2.141 -1.851
H 6.675 -2.779 0.208
H 5.852 -2.227 -1.276
H 5.919 -1.201 0.243
H 7.598 -0.479 -1.399
H 9.913 -0.961 -0.130
H 9.053 -2.044 0.915
H 8.698 -0.318 0.832
H 8.427 -3.038 -1.509
C 7.514 4.570 2.831
C 7.180 3.114 2.890
C 7.208 2.400 1.526
O 8.080 2.431 3.702
H 7.443 4.963 3.846
H 6.833 5.196 2.254
H 8.494 4.886 2.475
H 6.210 3.171 3.385
H 6.599 1.498 1.477
H 8.269 2.246 1.329
H 6.868 3.153 0.814
H 8.897 2.328 3.208
C -4.278 -3.463 -2.932
C -3.727 -3.235 -1.450
C -3.626 -1.800 -1.115
O -4.539 -3.983 -0.484
H -3.440 -3.260 -3.599
H -5.162 -2.939 -3.294
H -4.549 -4.513 -3.044
H -2.701 -3.572 -1.306
H -3.087 -1.685 -0.176
H -4.601 -1.323 -1.219
H -2.944 -1.384 -1.856
H -4.206 -3.559 0.310
C 3.190 3.599 -2.492
C 3.414 4.810 -3.340
C 3.737 4.403 -4.777
O 2.176 5.577 -3.304
H 4.019 2.915 -2.310
H 2.464 2.917 -2.934
H 2.658 3.899 -1.590
H 4.232 5.439 -2.989
H 2.936 3.815 -5.225
H 4.571 3.703 -4.822
H 3.999 5.242 -5.421
H 2.445 6.462 -3.560
C 2.587 5.690 1.101
C 1.904 5.505 2.477
C 2.437 4.386 3.312
O 2.216 6.700 3.198
H 2.336 6.627 0.603
H 2.218 4.820 0.559
H 3.660 5.578 1.254
H 0.819 5.459 2.380
H 3.430 4.553 3.729
H 2.499 3.484 2.704
H 1.766 4.232 4.158
H 1.767 7.440 2.781
C 0.407 -5.290 3.184
C -0.231 -4.477 2.004
C -1.148 -5.379 1.122
O -1.014 -3.431 2.548
H -0.090 -5.255 4.154
H 1.447 -4.986 3.305
H 0.496 -6.354 2.962
H 0.505 -4.215 1.244
H -1.819 -5.926 1.785
H -0.487 -6.051 0.575
H -1.712 -4.865 0.344
H -0.451 -2.826 3.038
C 5.046 -2.178 2.756
C 4.229 -2.225 4.095
C 5.127 -1.791 5.237
O 3.039 -1.384 3.979
H 5.052 -1.191 2.295
H 4.583 -2.877 2.059
H 6.044 -2.494 3.060
H 3.845 -3.212 4.354
H 4.480 -1.376 6.010
H 5.742 -0.943 4.935
H 5.787 -2.571 5.615
H 3.301 -0.508 4.271
C -6.276 1.167 0.210
C -6.392 2.504 -0.487
C -5.025 3.114 -0.658
O -6.854 2.275 -1.795
H -5.833 0.345 -0.352
H -7.223 0.824 0.628
H -5.619 1.252 1.075
H -7.056 3.147 0.091
H -4.578 3.357 0.306
H -5.126 4.036 -1.231
H -4.396 2.436 -1.236
H -6.946 1.335 -1.964
C -0.479 2.579 1.967
C -0.891 3.759 1.085
C -1.606 3.271 -0.204
O -1.769 4.538 1.818
H -1.186 1.750 1.953
H -0.364 2.929 2.993
H 0.443 2.096 1.643
H -0.084 4.398 0.726
H -2.292 2.446 -0.012
H -0.924 2.908 -0.973
H -2.178 4.060 -0.693
H -1.945 5.272 1.225
C -4.614 1.300 6.902
C -3.300 1.271 6.071
C -3.614 1.314 4.597
O -2.486 2.367 6.450
H -5.070 0.314 6.989
H -5.284 2.072 6.523
H -4.282 1.533 7.914
H -2.834 0.321 6.334
H -4.265 0.469 4.369
H -2.630 1.196 4.144
H -4.022 2.241 4.195
H -2.421 2.992 5.724
C 3.908 -5.888 -0.279
C 4.346 -6.959 0.761
C 3.894 -6.638 2.240
O 3.941 -8.306 0.464
H 4.356 -6.001 -1.266
H 4.049 -4.841 -0.011
H 2.839 -6.074 -0.376
H 5.430 -6.948 0.653
H 4.024 -7.334 3.069
H 2.813 -6.603 2.103
H 4.253 -5.668 2.584
H 3.490 -8.280 -0.383
C 1.225 2.030 -7.119
C 0.878 1.464 -8.440
C -0.689 1.240 -8.549
O 1.166 2.368 -9.456
H 0.990 1.335 -6.313
H 0.685 2.963 -6.957
H 2.288 2.268 -7.151
H 1.449 0.578 -8.718
H -1.255 2.021 -8.042
H -1.046 0.297 -8.133
H -0.923 1.047 -9.595
H 0.653 3.176 -9.387
C -0.790 0.007 -1.051
C 0.777 0.237 -0.964
C 1.559 -0.960 -0.408
O 1.276 0.508 -2.220
H -0.929 -0.939 -1.575
H -1.285 0.814 -1.591
H -1.270 -0.161 -0.087
H 0.972 1.100 -0.327
H 2.630 -0.782 -0.309
H 1.494 -1.761 -1.144
H 1.158 -1.458 0.475
H 0.726 1.094 -2.745
*
```

Mulliken population analysis, charges in e, atoms 1 to 4: number 1, C, carries -1.586; number 2, C, carries -0.118; number 3, C, carries 0.145; number 4, C, carries -0.331

This record from the Open Molecules 2025 dataset describes one molecule with the formula C10H9ClO3 in a non-equilibrium geometry. The level of theory is the ωB97M-V functional and the def2-TZVPD basis.

Summary:
- Kohn-Sham gap: 9.17 eV
- LUMO: 0.745 eV

Geometry as ORCA input:
```
! wB97M-V def2-TZVPD RIJCOSX def2/J DEFGRID3
* xyz 0 1
C 1.801 0.877 1.705
C 2.187 1.181 0.311
O 2.995 2.297 0.092
C 3.574 3.286 0.974
O 3.504 3.208 2.156
C 1.694 0.281 -0.625
Cl 1.923 0.467 -2.202
O 0.868 -0.755 -0.209
C -0.423 -0.799 -0.671
C -0.896 -2.068 -0.613
C -2.168 -2.374 -0.916
C -3.096 -1.405 -1.294
C -2.719 -0.069 -1.364
C -1.322 0.247 -0.965
H 0.777 0.354 1.771
H 2.429 0.160 2.208
H 1.816 1.786 2.281
H 3.970 3.965 0.314
H -0.220 -2.898 -0.113
H -2.424 -3.476 -1.043
H -4.020 -1.725 -1.611
H -3.452 0.588 -1.752
H -1.030 1.275 -1.014
*
```

Mulliken population analysis, charges in e, atoms 1 to 4: number 1, C, carries -1.097; number 2, C, carries 0.431; number 3, O, carries -0.391; number 4, C, carries 0.122

This record from the Open Molecules 2025 dataset describes a 2-piece molecular cluster, C9H17Cl2NO5S overall. The level of theory is the ωB97M-V functional and the def2-TZVPD basis.

Summary:
- Kohn-Sham gap: 9.74 eV
- LUMO: 0.240 eV

Geometry as ORCA input:
```
! wB97M-V def2-TZVPD RIJCOSX def2/J DEFGRID3
* xyz 0 1
C -1.441 0.380 2.395
C -0.835 -0.678 1.481
C 0.370 -1.403 2.065
O 0.583 -1.630 3.227
N 1.224 -1.770 1.024
C 0.703 -1.340 -0.275
C 0.141 -2.488 -1.093
O -0.972 -3.028 -0.406
O -1.248 -4.305 -0.987
C -0.231 -0.194 0.165
C -1.092 0.494 -0.883
S -2.509 -0.376 -1.518
O -3.215 -1.015 -0.443
O -2.155 -1.096 -2.711
H -1.247 1.391 2.023
H -1.005 0.305 3.391
H -2.520 0.262 2.475
H -1.559 -1.470 1.276
H 1.577 -2.715 1.093
H 1.500 -0.902 -0.887
H 0.914 -3.258 -1.194
H -0.139 -2.148 -2.095
H -2.056 -4.108 -1.482
H 0.475 0.599 0.451
H -0.479 0.785 -1.739
H -1.516 1.405 -0.450
H -3.265 0.685 -1.901
Cl 0.546 3.619 0.382
C 2.320 3.797 0.283
C 2.864 3.294 -1.030
Cl 2.724 1.520 -1.170
H 2.750 3.261 1.124
H 2.536 4.859 0.384
H 3.923 3.534 -1.103
H 2.338 3.734 -1.873
*
```

Mulliken population analysis, charges in e, atoms 1 to 4: number 1, C, carries -1.467; number 2, C, carries 0.601; number 3, C, carries 0.193; number 4, O, carries -0.634

Calculated total energy (a.u.)
-7794.0614; -5399.6151; -1072.2669; -2102.5598